Entry 1:
{
  "formula": "C64H146N6O14S7",
  "method": "ωB97M-V/def2-TZVPD",
  "elements": ["C", "C", "N", "C", "C", "C", "C", "H", "H", "H", "H", "H", "H", "H", "H", "H", "H", "H", "H", "H", "H", "H", "C", "C", "N", "C", "C", "C", "C", "H", "H", "H", "H", "H", "H", "H", "H", "H", "H", "H", "H", "H", "H", "H", "C", "C", "N", "C", "C", "C", "C", "H", "H", "H", "H", "H", "H", "H", "H", "H", "H", "H", "H", "H", "H", "H", "C", "C", "N", "C", "C", "C", "C", "H", "H", "H", "H", "H", "H", "H", "H", "H", "H", "H", "H", "H", "H", "H", "C", "C", "N", "C", "C", "C", "C", "H", "H", "H", "H", "H", "H", "H", "H", "H", "H", "H", "H", "H", "H", "H", "C", "C", "N", "C", "C", "C", "C", "H", "H", "H", "H", "H", "H", "H", "H", "H", "H", "H", "H", "H", "H", "H", "C", "C", "C", "S", "O", "O", "C", "H", "H", "H", "H", "H", "H", "H", "H", "C", "C", "C", "S", "O", "O", "C", "H", "H", "H", "H", "H", "H", "H", "H", "C", "C", "C", "S", "O", "O", "C", "H", "H", "H", "H", "H", "H", "H", "H", "C", "C", "C", "S", "O", "O", "C", "H", "H", "H", "H", "H", "H", "H", "H", "C", "C", "C", "S", "O", "O", "C", "H", "H", "H", "H", "H", "H", "H", "H", "C", "C", "C", "S", "O", "O", "C", "H", "H", "H", "H", "H", "H", "H", "H", "C", "C", "C", "S", "O", "O", "C", "H", "H", "H", "H", "H", "H", "H", "H"],
  "positions_angstrom": [[-2.365, -7.102, 0.631], [-1.047, -6.815, 1.353], [-0.080, -5.929, 0.771], [0.856, -5.380, 1.773], [1.511, -4.096, 1.382], [0.627, -6.576, -0.420], [-0.077, -6.558, -1.821], [-2.934, -7.836, 1.205], [-2.168, -7.551, -0.316], [-2.972, -6.197, 0.551], [-1.288, -6.479, 2.334], [-0.620, -7.825, 1.425], [0.248, -5.235, 2.657], [1.605, -6.070, 2.247], [0.695, -3.382, 1.110], [2.109, -3.761, 2.265], [2.114, -4.208, 0.559], [0.874, -7.615, -0.144], [1.537, -6.052, -0.479], [-0.853, -7.329, -1.861], [0.647, -6.748, -2.587], [-0.604, -5.609, -1.966], [8.287, -2.007, -1.080], [7.266, -3.109, -0.981], [6.325, -2.919, 0.131], [5.772, -4.156, 0.688], [4.878, -4.987, -0.319], [5.367, -1.873, -0.234], [4.399, -1.568, 0.897], [9.115, -2.158, -1.786], [8.668, -1.959, -0.019], [7.903, -1.020, -1.201], [6.774, -3.332, -1.944], [7.785, -4.038, -0.771], [6.543, -4.827, 1.141], [5.153, -3.915, 1.528], [4.092, -4.345, -0.640], [5.391, -5.372, -1.176], [4.488, -5.897, 0.179], [4.735, -2.236, -1.034], [5.842, -0.942, -0.514], [4.944, -1.282, 1.830], [3.749, -2.412, 1.142], [3.615, -0.890, 0.653], [4.679, 2.331, 2.510], [4.086, 3.459, 1.719], [2.832, 3.758, 2.308], [2.147, 4.822, 1.528], [0.699, 4.982, 1.707], [2.904, 4.092, 3.740], [3.699, 5.372, 4.082], [3.936, 1.516, 2.606], [4.934, 2.541, 3.567], [5.638, 1.847, 2.169], [4.753, 4.391, 1.753], [3.911, 3.185, 0.741], [2.659, 5.791, 1.571], [2.301, 4.519, 0.447], [0.194, 4.027, 1.438], [0.336, 5.237, 2.730], [0.361, 5.726, 1.028], [3.320, 3.245, 4.341], [1.822, 4.176, 3.974], [4.826, 5.251, 4.122], [3.544, 5.828, 5.102], [3.458, 6.186, 3.358], [-5.003, 2.179, 5.674], [-3.872, 3.178, 6.076], [-3.004, 3.492, 4.998], [-2.860, 4.921, 4.792], [-4.031, 5.526, 4.023], [-1.762, 2.761, 5.106], [-0.920, 2.729, 3.813], [-4.479, 1.228, 5.289], [-5.631, 2.599, 4.919], [-5.579, 1.899, 6.543], [-4.291, 4.083, 6.457], [-3.289, 2.619, 6.892], [-2.718, 5.519, 5.790], [-1.964, 5.058, 4.156], [-4.997, 5.442, 4.528], [-3.884, 6.632, 3.955], [-4.186, 5.150, 2.987], [-1.998, 1.726, 5.303], [-1.331, 3.070, 6.072], [-0.885, 3.722, 3.442], [-1.396, 1.949, 3.140], [0.071, 2.426, 4.017], [-1.980, -1.802, 7.362], [-1.137, -0.871, 6.494], [-0.072, -1.533, 5.728], [0.508, -0.714, 4.695], [1.313, 0.487, 5.224], [0.987, -2.141, 6.517], [1.328, -3.661, 6.190], [-2.743, -1.150, 7.726], [-1.555, -2.000, 8.350], [-2.489, -2.656, 6.760], [-1.722, -0.262, 5.773], [-0.713, -0.152, 7.238], [1.029, -1.297, 3.940], [-0.289, -0.207, 4.096], [1.617, 1.164, 4.427], [0.667, 1.078, 5.916], [2.268, 0.226, 5.653], [0.665, -2.075, 7.553], [1.969, -1.581, 6.447], [2.105, -4.022, 6.849], [1.610, -3.802, 5.160], [0.301, -4.159, 6.439], [-2.652, 2.936, -6.860], [-2.135, 1.554, -7.525], [-1.648, 0.617, -6.513], [-1.677, -0.735, -6.966], [-3.225, -1.268, -7.187], [-0.273, 0.972, -6.090], [0.915, 0.866, -7.125], [-2.903, 3.626, -7.639], [-1.906, 3.377, -6.240], [-3.555, 2.629, -6.296], [-3.029, 1.017, -7.881], [-1.373, 1.766, -8.256], [-1.132, -0.938, -7.918], [-1.162, -1.377, -6.244], [-3.839, -0.789, -6.402], [-3.656, -0.952, -8.153], [-3.151, -2.319, -7.105], [0.097, 0.306, -5.245], [-0.179, 2.068, -5.756], [1.852, 1.198, -6.745], [0.704, 1.440, -8.033], [0.979, -0.191, -7.437], [-2.621, -2.578, -3.790], [-1.708, -3.201, -2.768], [-2.285, -2.982, -1.379], [-4.124, -3.140, -1.592], [-4.942, -2.034, -1.051], [-4.476, -4.465, -1.143], [-4.035, -3.090, -3.422], [-2.313, -3.020, -4.691], [-2.599, -1.471, -3.843], [-0.748, -2.697, -2.862], [-1.484, -4.256, -3.104], [-2.055, -1.995, -0.894], [-2.017, -3.680, -0.635], [-4.802, -2.467, -3.809], [-4.251, -4.121, -3.829], [2.883, -3.683, -3.071], [1.671, -3.824, -3.974], [1.336, -2.489, -4.645], [2.982, -1.870, -5.042], [2.982, -0.418, -5.109], [3.548, -2.570, -6.154], [3.748, -2.473, -3.559], [3.529, -4.568, -3.102], [2.590, -3.337, -2.037], [0.774, -4.220, -3.410], [1.910, -4.608, -4.650], [0.709, -1.747, -4.195], [0.859, -2.833, -5.556], [3.580, -1.675, -2.793], [4.805, -2.617, -3.759], [0.591, 1.159, 0.670], [1.265, 1.857, -0.469], [1.860, 0.736, -1.372], [0.619, -0.533, -1.286], [1.176, -1.820, -0.959], [-0.219, -0.378, -2.439], [-0.316, 0.094, 0.098], [0.033, 1.879, 1.174], [1.370, 0.709, 1.325], [2.056, 2.460, -0.203], [0.558, 2.318, -1.097], [2.808, 0.320, -1.029], [1.889, 1.088, -2.447], [-0.407, -0.818, 0.687], [-1.276, 0.574, -0.229], [4.358, 5.367, -4.796], [3.125, 6.218, -4.432], [2.721, 5.718, -3.058], [2.888, 3.897, -3.059], [1.605, 3.344, -3.502], [3.533, 3.420, -1.852], [4.048, 3.896, -4.444], [5.290, 5.744, -4.373], [4.506, 5.529, -5.874], [2.350, 6.000, -5.204], [3.432, 7.222, -4.319], [1.735, 6.057, -2.763], [3.461, 6.105, -2.328], [3.428, 3.290, -5.146], [4.899, 3.298, -4.148], [-5.492, 1.714, 2.014], [-5.754, 0.859, 0.771], [-4.855, 1.227, -0.352], [-3.734, 2.522, 0.385], [-4.478, 3.730, 0.259], [-2.438, 2.486, -0.174], [-3.975, 1.951, 2.033], [-5.874, 1.269, 2.948], [-6.065, 2.679, 1.996], [-6.812, 0.990, 0.500], [-5.603, -0.203, 1.174], [-5.322, 1.590, -1.210], [-4.232, 0.441, -0.671], [-3.661, 2.799, 2.656], [-3.415, 1.044, 2.313], [-3.162, 3.658, -3.171], [-3.665, 5.106, -2.971], [-2.717, 5.946, -2.103], [-1.130, 5.319, -2.508], [-0.290, 5.569, -1.353], [-0.671, 5.803, -3.848], [-1.570, 3.561, -2.847], [-3.339, 3.225, -4.133], [-3.644, 3.029, -2.391], [-4.622, 5.042, -2.508], [-3.880, 5.588, -3.956], [-2.913, 5.622, -1.084], [-2.672, 7.010, -2.284], [-1.468, 2.987, -1.915], [-0.852, 3.279, -3.625], [-3.854, -4.187, 2.372], [-2.661, -4.177, 3.329], [-1.805, -3.065, 2.848], [-3.032, -1.769, 2.586], [-2.587, -1.036, 1.416], [-3.238, -1.017, 3.828], [-4.442, -2.799, 2.286], [-4.558, -4.977, 2.708], [-3.494, -4.326, 1.344], [-2.150, -5.200, 3.316], [-2.949, -4.026, 4.365], [-1.373, -3.343, 1.894], [-1.039, -2.614, 3.573], [-4.845, -2.611, 1.300], [-5.157, -2.584, 3.043]],
  "forces_ev_per_angstrom": [[0.1, 0.9, 0.5], [-0.2, -1.6, -0.4], [0.7, 0.0, -1.7], [-0.4, -1.2, 0.7], [-1.9, 1.0, 2.1], [-1.5, 0.0, 0.8], [-0.8, 0.1, 2.0], [0.1, 0.1, 0.1], [-0.1, -0.1, -0.8], [0.0, -0.2, -0.4], [0.0, 0.2, 0.8], [0.4, -0.1, 0.5], [-0.4, 0.6, 0.2], [-0.1, -0.2, -1.1], [0.9, -0.2, 0.3], [-0.4, 0.1, -0.8], [1.6, -0.1, -1.9], [-0.1, 0.1, -0.1], [1.3, 0.7, -0.3], [0.2, 0.0, -0.1], [0.4, 0.0, -0.5], [0.4, -0.1, 0.0], [1.0, 0.0, 2.0], [-0.4, -1.0, -0.1], [0.8, 0.5, -0.3], [0.0, -1.1, -1.2], [0.8, -0.3, 1.8], [-1.1, -0.8, 1.2], [0.3, -0.8, 1.4], [-0.4, -0.2, 0.2], [0.3, 0.0, -1.1], [-0.6, 0.6, -0.6], [-0.3, 0.4, 0.0], [0.3, -0.2, 0.1], [-0.1, 0.8, -0.7], [-0.4, 0.3, 0.5], [-0.9, 0.2, -0.3], [0.6, 0.1, -0.6], [-0.1, 0.6, 0.0], [-0.1, 0.1, -0.8], [0.4, -0.1, -0.2], [-0.5, 0.0, -0.7], [0.5, -0.4, 0.1], [-0.1, 1.3, -0.4], [1.5, -2.1, 0.9], [1.9, 1.4, 2.4], [-1.5, 1.2, 0.4], [1.8, -1.0, -1.5], [-1.7, -1.3, 1.2], [-0.6, 0.0, 0.5], [0.9, 1.1, 0.6], [0.2, 0.2, -0.3], [-0.2, 0.5, -0.6], [-1.0, 0.7, -0.4], [-0.4, -1.1, -0.3], [0.0, -0.5, -2.3], [0.2, 0.1, 0.3], [-0.2, 0.3, 1.0], [0.2, 0.7, 0.1], [0.5, 0.0, -0.6], [-0.5, 0.7, -0.6], [-0.6, 0.6, -0.6], [0.7, 0.3, 0.6], [-1.2, -0.2, -0.6], [-0.5, -0.8, -0.9], [0.3, -0.6, 0.5], [2.2, -1.0, 0.1], [-0.6, -2.5, 0.9], [0.1, 0.4, -1.0], [0.5, 0.7, 0.3], [-0.4, 1.2, -0.3], [0.2, -0.5, 0.1], [-1.8, -0.9, 0.9], [-0.9, 1.3, 0.3], [-0.4, 0.2, -0.6], [-0.3, -0.1, 0.3], [-0.4, 0.6, 0.6], [-0.6, 1.1, -0.6], [0.0, -1.0, -1.5], [-0.3, 0.2, 0.6], [0.1, -0.3, 0.2], [0.1, -0.7, -0.1], [0.4, 0.0, 0.7], [-0.5, -0.4, 0.1], [1.1, 0.3, -0.4], [0.0, 0.5, -1.0], [0.6, 1.3, 0.4], [1.1, -0.3, 0.2], [-0.9, -0.3, -1.2], [0.9, 0.3, 0.4], [0.1, -0.6, -0.3], [-0.9, 2.0, -0.9], [-0.1, 0.4, -0.2], [1.5, -0.7, 0.2], [-3.3, 1.1, 1.1], [-1.3, 0.5, -0.1], [0.6, -1.0, -0.5], [1.1, 1.2, 1.4], [0.1, -0.7, 0.5], [0.0, 0.0, -0.5], [0.5, -0.3, 0.2], [0.0, -0.7, 0.4], [-0.3, 0.0, -0.3], [0.7, -0.4, -0.3], [0.1, -0.2, 0.7], [0.2, -0.2, 0.3], [-1.1, -0.3, 0.1], [0.1, -0.1, 0.2], [0.0, -0.1, -0.4], [2.0, 0.2, -0.7], [-0.3, -2.9, -0.7], [-1.5, 0.9, 1.9], [1.8, 1.1, 0.4], [-2.0, -1.5, -1.2], [2.0, 2.4, 0.4], [2.1, 1.0, 0.9], [-2.2, -1.0, -0.9], [-0.3, 0.4, -0.4], [0.5, 0.3, 0.6], [0.5, 0.6, -0.1], [0.4, 0.7, -0.7], [0.0, -0.1, -0.8], [-0.2, 0.3, 0.2], [-0.3, 0.1, 0.2], [0.2, -0.6, -0.2], [0.4, -0.4, 0.3], [-0.5, -1.2, 0.0], [-1.0, 0.9, -0.6], [-0.8, -1.6, 0.0], [0.5, 0.1, 0.6], [0.0, 0.0, 0.0], [0.4, 0.4, 0.0], [-1.5, 0.1, 1.1], [1.3, 0.0, 0.0], [-0.8, 1.5, 0.0], [0.1, 0.9, -0.1], [1.4, -1.1, -0.8], [-0.1, -0.3, 0.0], [0.2, -1.0, -0.5], [0.1, -0.1, -1.7], [0.2, -0.6, 0.1], [0.1, 0.0, 0.4], [-0.7, 0.8, 0.9], [-0.3, -0.5, -0.9], [0.3, -1.3, 0.7], [-0.8, 0.7, 0.0], [0.5, 0.9, 0.8], [1.1, 1.2, 1.1], [-1.5, -0.1, 2.1], [0.8, -1.7, -1.4], [-0.5, 1.6, 0.2], [0.0, -0.6, 0.4], [0.0, -0.8, -0.6], [-1.1, 0.7, 1.0], [-0.5, 0.0, 0.4], [0.2, -1.1, -1.0], [1.0, 0.5, -0.4], [0.0, -0.3, -1.3], [0.0, 0.3, 0.9], [0.0, 0.7, -0.6], [0.5, -0.3, -0.8], [0.0, -0.2, 0.1], [1.2, -1.1, 0.4], [0.2, -2.9, -1.3], [-0.2, 0.6, -1.0], [-0.3, 1.5, 0.2], [0.4, -0.7, 0.0], [-0.6, -0.5, -1.4], [0.0, -0.2, -0.2], [-1.0, 1.0, 1.4], [-0.5, 0.3, -0.1], [1.3, 1.7, 0.7], [-0.9, 1.2, -0.5], [0.0, 0.2, 0.0], [0.2, -0.6, 1.2], [-0.5, 0.5, 0.4], [0.9, -0.9, 0.1], [-0.3, -0.1, -1.3], [0.1, -2.3, 0.1], [0.3, 0.3, 0.8], [-0.8, 1.6, -0.4], [1.2, 0.0, 0.5], [-0.3, 0.0, -0.2], [-0.7, -0.6, -0.3], [-0.2, -0.3, 0.6], [0.1, -0.6, 0.1], [0.3, 0.7, 0.7], [-0.2, 1.3, -0.4], [-0.2, -0.4, 0.2], [-0.4, -0.4, -0.2], [0.8, 0.8, -0.2], [0.2, 0.0, 0.0], [-0.5, 1.2, 0.8], [-1.6, -1.7, 1.8], [1.9, 0.6, 1.4], [-3.1, -2.3, -0.8], [-0.4, 1.8, 0.1], [2.3, -0.2, -0.1], [0.0, 0.6, 1.0], [0.5, -0.3, -0.5], [0.8, -0.6, -0.3], [0.3, -0.4, 0.0], [-0.2, 1.2, -1.2], [-0.9, 1.0, -1.2], [0.8, -1.2, -0.2], [-0.1, -0.3, 0.2], [-0.1, 0.4, -0.5], [2.1, -0.4, 1.7], [-0.3, 0.7, -1.8], [-0.6, -1.5, -0.7], [1.4, -0.5, -2.3], [0.3, -0.3, -0.3], [-0.9, -0.3, 2.3], [-1.3, 1.1, 0.7], [-0.3, 0.1, -0.5], [0.3, 0.3, -0.7], [-0.7, 0.1, 0.6], [0.5, -0.3, 0.6], [0.3, 0.5, 0.3], [-0.3, 0.2, 0.2], [0.3, 0.3, -0.6], [-0.5, -0.1, 0.1], [-0.1, -0.9, 0.1], [0.5, -2.2, 0.4], [0.9, 1.2, 1.2], [1.3, 1.1, 0.6], [-0.7, 0.1, 0.0], [0.0, -0.6, -1.0], [0.0, -0.1, -0.1], [0.2, 0.6, -0.7], [0.0, -0.9, 0.3], [-0.6, 1.5, 0.0], [-0.3, 0.1, 0.2], [0.2, 0.3, -0.3], [-1.0, -0.8, -0.9], [-0.1, 0.3, -0.2], [-0.6, 0.3, 0.7]],
  "lumo_energy_ha": 0.0170,
  "charge": 0,
  "orbital_gap_ev": 8.707,
  "e_homo_ev": -8.2
}

***

Entry 2:
{
  "formula": "C2H6O2",
  "method": "ωB97M-V/def2-TZVPD",
  "elements": ["C", "O", "C", "O", "H", "H", "H", "H", "H", "H"],
  "positions_angstrom": [[-1.221, -0.431, -0.106], [-0.476, 0.818, -0.040], [0.964, 0.671, -0.041], [1.462, -0.637, -0.213], [-1.150, -0.936, 0.828], [-2.317, -0.194, -0.187], [-0.929, -0.799, -1.017], [1.139, 1.014, 0.781], [1.217, 1.432, -0.837], [1.311, -0.938, 0.832]],
  "forces_ev_per_angstrom": [[-1.5, 3.4, 0.9], [-1.1, -0.9, 0.0], [-3.2, -1.9, -9.9], [-1.0, 0.0, 4.6], [0.5, -1.2, 0.3], [1.0, 0.3, 0.0], [0.6, -2.3, -1.6], [3.1, 3.8, 9.5], [0.6, -1.4, 0.5], [1.0, 0.3, -4.3]],
  "e_above_lowest_kj_mol": 276.0,
  "lumo_energy_ha": 0.0243,
  "smiles": "COCO",
  "charge": 0,
  "orbital_gap_ev": 10.325,
  "e_homo_ev": -9.7
}

***

Entry 3:
{
  "formula": "C6H7N",
  "method": "ωB97M-V/def2-TZVPD",
  "elements": ["H", "N", "C", "C", "C", "C", "C", "C", "H", "H", "H", "H", "H", "H"],
  "positions_angstrom": [[-4.500, -0.159, 0.293], [-3.610, -0.435, 0.046], [-2.849, 0.562, -0.166], [-1.394, 0.294, -0.234], [-0.228, 0.972, -0.428], [-0.338, -0.434, 0.460], [0.822, -0.106, -0.426], [2.200, -0.067, 0.072], [-3.158, 1.617, -0.206], [-0.266, -0.499, 1.562], [0.643, -0.645, -1.397], [2.614, -0.676, 0.797], [2.485, 0.898, 0.429], [2.789, -0.368, -0.834]],
  "forces_ev_per_angstrom": [[-2.7, 0.8, 0.1], [2.6, -0.2, -0.1], [0.7, -0.8, 0.5], [1.8, -0.1, 0.6], [-0.6, 2.4, -0.6], [-1.4, -0.7, -0.1], [-2.7, -2.7, -0.3], [1.5, 1.1, -2.9], [0.1, -0.3, 0.0], [0.1, 0.2, -0.6], [0.7, 0.6, 1.0], [-0.4, -2.0, 1.8], [0.2, 1.0, -0.3], [0.1, 0.8, 0.8]],
  "e_above_lowest_kj_mol": 539.2,
  "lumo_energy_ha": 0.0045,
  "smiles": "[H]/N=C/C1=C2[C@@H]1[C@@H]2C",
  "charge": 0,
  "orbital_gap_ev": 8.307,
  "e_homo_ev": -8.2
}

***

Entry 4:
{
  "formula": "C9H14O",
  "method": "ωB97M-V/def2-TZVPD",
  "elements": ["C", "C", "C", "C", "C", "O", "C", "C", "H", "H", "H", "H", "H", "H", "H", "H", "C", "C", "H", "H", "H", "H", "H", "H"],
  "positions_angstrom": [[1.278, 0.300, 2.333], [-0.031, 0.447, 1.691], [-1.123, -0.284, 1.959], [-2.293, -0.136, 1.218], [-2.264, 0.638, 0.053], [-3.198, 0.832, -0.983], [-1.165, 1.395, -0.344], [-0.109, 1.286, 0.567], [1.647, 1.287, 2.565], [1.893, -0.251, 1.657], [1.003, -0.295, 3.191], [-1.209, -0.980, 2.864], [-3.176, -0.797, 1.371], [-3.441, 1.641, -1.228], [-1.039, 1.819, -1.352], [0.836, 1.822, 0.370], [1.915, -0.532, -2.391], [1.099, -1.583, -1.624], [3.030, -0.768, -2.173], [1.865, -0.932, -3.309], [1.860, 0.558, -2.178], [1.342, -2.673, -1.929], [0.004, -1.445, -1.721], [1.273, -1.350, -0.608]],
  "forces_ev_per_angstrom": [[-1.1, -0.2, 0.8], [-0.1, 1.5, -2.3], [-2.2, -1.7, 2.2], [-1.6, -0.7, -1.9], [-0.1, 2.4, -2.2], [-0.5, -7.7, 2.3], [2.3, -1.3, 2.5], [1.4, 1.0, -1.1], [0.6, 0.0, 0.3], [0.9, -0.3, -0.2], [1.0, -0.1, 0.7], [0.5, 1.0, -1.4], [0.7, 0.8, 0.1], [-0.9, 5.3, -0.8], [-0.3, 0.1, 0.8], [-0.5, -0.1, -0.2], [2.9, -0.7, 3.2], [-0.8, -0.1, -0.4], [-1.5, 0.4, 0.0], [-0.4, 0.2, -4.3], [-0.8, -0.9, -0.5], [-0.1, 2.0, 0.7], [0.5, -0.1, -0.3], [0.2, -0.7, 1.6]],
  "e_above_lowest_kj_mol": 236.6,
  "lumo_energy_ha": 0.0349,
  "smiles": "Cc1ccc(O)cc1.CC",
  "charge": 0,
  "orbital_gap_ev": 9.670,
  "e_homo_ev": -8.7
}

***

The records above give, respectively, F_max values of 3.922 10.661 3.857 8.080 eV/A.